Molecular formula: C6H9N
Method: DFT, ωB97M-V/def2-TZVPD

Calculated values
SMILES   C/C=C1\C\C1=N\C
Gap between HOMO and LUMO (alpha / beta)   8.26 / 8.26 eV
Energy relative to the best compared isomer or geometry (same formula, charge and spin)   125.7 kcal per mole
Maximum force   6.33 eV/Å
Spin multiplicity   1
Highest occupied orbital energy (alpha / beta)   -7.8 / -7.9 eV

The geometry in XYZ format:
```
16
Properties=species:S:1:pos:R:3:lowdin_charge:R:1
C 0.8948 -1.0501 -2.2737 -0.12
C 1.1023 -0.2185 -1.0767 -0.04
C 0.1975 -0.5821 -0.0522 -0.18
C -0.8525 -1.4870 0.5824 0.00
C -0.4132 -0.1041 1.0588 -0.33
N -0.9204 0.8736 1.5148 0.04
C -0.5613 2.1175 1.8637 -0.18
H 0.8477 -2.1088 -2.1818 0.07
H 1.6225 -1.0278 -2.9815 0.03
H -0.0674 -0.7155 -2.6801 0.10
H 1.8633 0.5756 -0.9080 0.12
H -0.2832 -2.3693 1.0603 0.12
H -1.8659 -1.7947 0.2359 0.10
H -0.4488 2.8968 1.0441 0.09
H -1.4024 2.7441 2.2744 0.08
H 0.2870 2.2505 2.5197 0.08
```